{
  "formula": "C15H30FMoNOP2",
  "method": "the ωB97M-V functional and the def2-TZVPD basis",
  "e_tot_ha": -1570.2157,
  "homo_ev": [-5.76, -5.90],
  "lumo_energy_ev": [0.12, 0.03],
  "multiplicity": 3,
  "species": ["Mo", "P", "P", "N", "H", "C", "H", "H", "H", "C", "H", "H", "H", "C", "H", "H", "H", "C", "H", "H", "H", "C", "H", "H", "H", "C", "H", "H", "H", "C", "C", "C", "C", "C", "C", "H", "H", "H", "H", "H", "C", "O", "C", "H", "H", "H", "C", "H", "H", "H", "F"],
  "positions_angstrom": [[-0.225, 0.154, 0.579], [-2.277, -1.034, 0.775], [2.374, 1.153, 0.080], [0.133, -0.723, -1.066], [-1.413, 0.313, 1.392], [-3.623, -0.170, -0.091], [-4.577, -0.662, 0.139], [-3.446, -0.196, -1.174], [-3.654, 0.877, 0.236], [-2.842, -1.405, 2.450], [-3.858, -1.818, 2.414], [-2.824, -0.465, 3.015], [-2.144, -2.108, 2.914], [-2.245, -2.653, -0.056], [-3.187, -3.195, 0.135], [-1.412, -3.264, 0.312], [-2.123, -2.542, -1.142], [2.475, 2.707, -0.912], [3.517, 3.038, -1.041], [1.877, 3.479, -0.416], [2.024, 2.490, -1.893], [3.176, 1.615, 1.671], [4.158, 2.086, 1.500], [3.282, 0.704, 2.268], [2.506, 2.306, 2.201], [3.635, 0.092, -0.766], [4.622, 0.592, -0.790], [3.280, -0.111, -1.787], [3.698, -0.860, -0.220], [0.496, -1.567, -2.006], [0.414, -2.273, -4.314], [0.108, -1.338, -3.367], [1.243, -2.744, -1.704], [1.533, -3.662, -2.705], [1.113, -3.423, -4.014], [0.068, -2.079, -5.397], [-0.448, -0.406, -3.563], [1.551, -2.894, -0.661], [2.095, -4.575, -2.447], [1.351, -4.166, -4.806], [-0.753, 2.675, 1.766], [0.081, 2.436, 0.872], [-2.104, 3.257, 1.410], [-2.509, 3.782, 2.283], [-2.872, 2.536, 1.057], [-1.889, 3.989, 0.591], [-0.331, 2.607, 3.194], [0.411, 3.458, 3.254], [0.149, 1.669, 3.488], [-1.158, 2.803, 3.905], [0.539, -0.485, 2.436]],
  "mulliken_charge": [0.31, 1.35, 1.23, -0.72, 0.00, -1.01, 0.40, 0.28, 0.13, -1.30, 0.42, 0.36, 0.35, -1.25, 0.43, 0.34, 0.33, -1.26, 0.40, 0.32, 0.28, -1.18, 0.40, 0.31, 0.20, -1.14, 0.41, 0.31, 0.32, -0.16, -0.33, -0.47, -0.07, -0.57, -0.31, 0.20, 0.33, 0.45, 0.31, 0.30, 1.24, -0.63, -0.94, 0.44, -0.01, 0.26, -1.34, 0.36, 0.29, 0.45, -0.79]
}

***

{
  "formula": "C16H25CuNO4P",
  "method": "the ωB97M-V functional and the def2-TZVPD basis",
  "e_tot_ha": -2961.2000,
  "homo_ev": [-11.37, -11.37],
  "lumo_energy_ev": [-6.93, -6.93],
  "charge": 1,
  "multiplicity": 2,
  "species": ["C", "C", "C", "O", "O", "C", "C", "C", "C", "C", "C", "C", "C", "C", "C", "C", "N", "C", "C", "O", "P", "O", "H", "H", "H", "H", "H", "H", "H", "H", "H", "H", "H", "H", "H", "H", "H", "H", "H", "H", "H", "H", "H", "H", "H", "H", "H", "Cu"],
  "positions_angstrom": [[-3.876, 1.624, -0.506], [-3.662, 0.433, -1.417], [-4.049, -1.062, -0.867], [-4.825, -1.834, -1.657], [-3.624, -1.627, 0.453], [-2.155, -1.770, 0.494], [-1.549, -2.242, 1.942], [-0.246, -3.234, 1.862], [0.845, -2.855, 0.694], [1.715, -1.578, 1.242], [2.504, -0.725, 0.085], [1.575, 0.415, -0.655], [1.034, 1.674, 0.263], [1.630, 1.892, 1.812], [0.975, 3.250, 2.507], [-0.090, 4.267, 1.817], [-0.601, 3.995, 0.444], [-0.039, 2.793, -0.235], [0.586, -0.263, -1.773], [0.342, 0.633, -2.914], [1.845, 1.508, -3.061], [2.600, 1.108, -1.504], [-3.896, 1.404, 0.655], [-3.956, 2.732, -0.935], [-3.222, 0.627, -2.509], [-1.718, -0.680, 0.289], [-1.832, -2.550, -0.330], [-2.409, -2.859, 2.482], [-1.365, -1.295, 2.639], [-0.604, -4.345, 1.771], [0.334, -3.120, 2.899], [1.603, -3.771, 0.593], [0.369, -2.718, -0.367], [0.983, -0.859, 1.828], [2.541, -2.023, 1.973], [2.809, -1.498, -0.763], [3.541, -0.285, 0.481], [2.416, 1.187, 2.317], [1.353, 3.528, 3.600], [-0.494, 5.237, 2.381], [-0.444, 2.615, -1.346], [1.189, -1.155, -2.287], [-0.405, -0.795, -1.447], [1.326, 1.828, -4.398], [2.372, 0.277, -3.602], [3.019, 2.209, -3.544], [1.345, 2.803, -2.675], [4.212, -2.895, 1.271]],
  "mulliken_charge": [-0.54, -0.08, 0.41, -0.52, -0.36, 0.28, -0.70, -0.76, -0.03, -0.14, -1.23, 1.17, 0.37, -0.33, -0.40, -0.24, -0.47, -0.38, -0.50, -0.42, -0.37, -0.39, 0.23, 0.28, 0.29, -0.11, 0.22, 0.35, 0.32, 0.35, 0.25, 0.27, 0.16, 0.14, 0.02, 0.56, 0.46, 0.23, 0.26, 0.32, 0.31, 0.36, -0.14, 0.17, 0.18, 0.16, 0.16, 0.79]
}

***

{
  "formula": "C17H23NO3",
  "method": "the ωB97M-V functional and the def2-TZVPD basis",
  "e_tot_ha": -942.1356,
  "homo_ev": -8.30,
  "lumo_energy_ev": 0.58,
  "relative_energy_kcal_mol": 0.0,
  "species": ["C", "H", "H", "H", "C", "C", "C", "C", "C", "C", "C", "H", "H", "N", "C", "O", "C", "C", "C", "C", "C", "H", "H", "C", "C", "O", "O", "H", "H", "H", "H", "H", "H", "H", "H", "H", "H", "H", "H", "C", "H", "H", "H", "H"],
  "positions_angstrom": [[0.843, 3.822, 4.421], [-0.236, 3.698, 4.468], [1.081, 4.422, 3.545], [1.165, 4.361, 5.309], [1.543, 2.464, 4.342], [1.170, 1.742, 3.071], [2.134, 1.432, 2.121], [1.816, 0.771, 0.949], [0.499, 0.404, 0.701], [-0.478, 0.710, 1.646], [-0.144, 1.369, 2.811], [-0.922, 1.595, 3.525], [-1.506, 0.431, 1.460], [0.093, -0.278, -0.453], [0.802, -0.526, -1.585], [1.966, -0.227, -1.744], [0.052, -1.297, -2.672], [0.292, -2.797, -2.455], [-0.273, -3.599, -3.623], [-1.761, -3.313, -3.801], [-2.006, -1.820, -3.992], [-3.076, -1.627, -4.096], [-1.513, -1.469, -4.900], [-1.459, -1.033, -2.796], [-1.687, 0.448, -2.992], [-1.475, 1.062, -4.000], [-2.160, 1.031, -1.878], [-2.273, 1.985, -2.013], [-1.987, -1.356, -1.892], [-2.144, -3.859, -4.665], [-2.307, -3.661, -2.919], [-0.118, -4.665, -3.447], [0.259, -3.328, -4.537], [-0.184, -3.112, -1.523], [1.365, -2.974, -2.363], [0.526, -1.006, -3.616], [-0.891, -0.504, -0.459], [2.580, 0.544, 0.224], [3.163, 1.711, 2.299], [1.217, 1.612, 5.570], [1.552, 2.113, 6.476], [0.146, 1.442, 5.650], [1.714, 0.647, 5.504], [2.625, 2.639, 4.327]],
  "mulliken_charge": [-1.45, 0.29, 0.36, 0.44, 0.18, 0.86, -0.97, -0.48, 0.97, -1.33, -0.18, 0.28, 0.34, 0.08, 0.05, -0.69, 0.35, -0.94, -0.68, -0.69, -0.96, 0.39, 0.41, 0.21, -0.12, -0.57, -0.41, 0.35, 0.45, 0.36, 0.34, 0.38, 0.36, 0.36, 0.35, 0.45, 0.03, 0.51, 0.28, -1.46, 0.44, 0.29, 0.36, 0.40]
}